Entry 1:
DFT (ωB97M-V/def2-TZVPD) results for the ion C8H14NS with charge +1 in a non-equilibrium geometry.

Element x y z (Å)
1 C 0.23601 0.29880 -0.46901
2 C 0.15077 1.66590 -0.05683
3 C 0.42212 -2.05143 -0.92463
4 C -0.19536 -1.42871 -2.15622
5 C 0.68273 -0.90604 0.00499
6 C -0.38726 0.02803 -1.77349
7 C 1.42003 -1.16959 1.27224
8 C -1.25806 1.41809 2.66115
9 N -0.76018 1.05194 -2.53349
10 S 0.08037 2.17552 1.60740
11 H -0.63658 2.24849 -0.64949
12 H -0.28531 -2.73245 -0.43671
13 H 1.43055 -2.33845 -1.16611
14 H 0.60601 -1.13764 -2.99341
15 H -1.09509 -1.96593 -2.50906
16 H 1.28207 -2.08247 1.66938
17 H 1.28862 -0.42507 2.18642
18 H 2.60164 -1.10081 1.04295
19 H -1.37902 0.44545 2.53455
20 H -2.23942 1.88995 2.60283
21 H -1.07278 1.63968 3.61537
22 H 1.14041 1.55528 1.98638
23 H -1.49446 0.90816 -3.19258
24 H -0.53780 2.01330 -2.32262

Force components x, y, z for each atom (eV/Å):
C -1.03 -0.40 -1.05
C -1.25 1.40 0.45
C -0.14 1.40 0.26
C 0.47 2.01 -1.65
C -0.41 0.73 0.77
C 1.09 0.76 1.09
C 3.10 4.70 0.16
C -0.20 3.22 -2.42
N -0.51 -1.51 0.15
S -1.97 0.87 -1.72
H 1.38 -0.58 1.47
H 0.79 -0.52 -0.26
H 0.17 -1.52 -0.08
H -1.62 -1.62 1.27
H 0.66 0.43 -0.34
H -0.65 -3.39 1.10
H 0.00 -1.32 -2.15
H -2.48 -0.12 0.42
H -0.22 -4.44 -0.75
H 0.18 0.41 -1.18
H 1.59 0.64 3.99
H 1.06 -0.90 1.09
H -0.04 -0.09 -0.91
H 0.04 -0.18 0.29

Computed properties:
total charge = +1

=====

Entry 2:
DFT (ωB97M-V/def2-TZVPD) results for a cluster of 2 separate species, C8H14NS2 in total in a non-equilibrium geometry.

Element x y z (Å)
1 C 2.76767 -1.46693 -0.00198
2 C 1.89554 -1.59907 1.00393
3 C 2.78869 -0.19346 -0.49193
4 C 1.81586 0.62114 0.01444
5 C 3.62691 0.25298 -1.69916
6 C -3.58018 0.69306 -0.51316
7 C -2.25094 1.66393 1.33159
8 C -1.80865 -0.59525 0.48897
9 N -2.49345 0.54730 0.39926
10 S 1.06265 -0.17660 1.42531
11 S -1.87523 -1.87554 -0.65900
12 H 3.39224 -2.21805 -0.44618
13 H 1.73517 -2.57473 1.47863
14 H 4.19580 -0.63450 -2.11025
15 H 2.96669 0.60885 -2.50521
16 H 4.38397 0.95519 -1.33893
17 H -4.16750 1.56574 -0.28759
18 H -3.19959 0.79203 -1.51894
19 H -4.32509 -0.18457 -0.43937
20 H -2.15630 1.19750 2.36751
21 H -1.26700 2.09140 1.09751
22 H -3.13550 2.29060 1.47143
23 H -1.11239 -0.66957 1.23648
24 H 1.87726 1.64720 -0.20834
25 H -1.13662 -2.73869 -0.09502

Force components x, y, z for each atom (eV/Å):
C 0.50 -1.16 0.12
C -0.39 -2.22 1.26
C -0.57 2.46 -2.66
C 0.83 -1.20 1.43
C 0.33 -1.54 0.40
C -1.88 -1.37 -0.88
C 0.78 -1.74 2.46
C -2.39 1.62 -2.03
N 0.78 -2.20 0.80
S 1.34 0.91 -1.30
S -2.16 2.21 -1.28
H 0.04 -0.53 0.28
H -0.20 0.71 0.19
H -0.63 0.94 0.44
H 0.52 0.27 0.39
H -0.25 0.25 -0.51
H 0.06 0.39 0.15
H -0.07 -0.11 -0.47
H 1.37 1.09 -0.21
H 0.17 0.55 -1.18
H -0.72 0.55 -0.03
H 0.50 0.21 -0.81
H 1.26 -0.17 1.77
H -0.75 1.25 0.18
H 1.54 -1.18 1.49

Computed properties:
total charge = +1

=====

no.,calculated total energy (hartree),LUMO energy (eV)
1,-765.7879,-3.96
2,-1164.0454,-4.34